No. 1
The following is a quantum chemistry calculation of 2 unconnected molecules or ions with the total composition C7H9N in a non-equilibrium geometry, from the Open Molecules 2025 dataset.

Each atom is followed by the atoms it is bonded to, with distances in Å.
Element x y z (Å)
1 C -0.1640 -0.9042 -0.0507  C2 1.354, C6 1.351, H7 1.020
2 C -0.2008 0.2970 -0.6738  C1 1.354, C3 1.380, H8 1.121
3 C -1.3738 0.9668 -0.9572  C2 1.380, N4 1.373, H9 1.039
4 N -2.5483 0.4013 -0.5262  C3 1.373, C5 1.314
5 C -2.5210 -0.8027 -0.0011  N4 1.314, C6 1.430, H10 1.105
6 C -1.3216 -1.5575 0.1904  C1 1.351, C5 1.430, H11 1.074
7 H 0.6905 -1.4560 0.0243  C1 1.020
8 H 0.7307 0.7787 -1.0704  C2 1.121
9 H -1.3634 1.8958 -1.4215  C3 1.039
10 H -3.5344 -1.0553 0.3585  C5 1.105
11 H -1.2782 -2.5799 0.5153  C6 1.074
12 C 2.4594 0.4267 0.0538  C13 1.299, H14 1.138, H15 1.167
13 C 1.9178 0.8102 1.1705  C12 1.299, H16 1.026, H17 1.142
14 H 1.8763 -0.2324 -0.6681  C12 1.138
15 H 3.3760 1.0655 -0.2839  C12 1.167
16 H 0.9219 0.5816 1.2609  C13 1.026
17 H 2.3329 1.3646 2.0792  C13 1.142

M in g/mol: 107.2
E_LUMO in eV: 0.98
Structure (SMILES): c1ccncc1.C=C
HOMO in eV: -9.3
HOMO-LUMO gap in eV: 10.324
ΔE to the lowest compared entry with this formula, charge and spin in kcal/mol: 77.2

No. 2
The following is a quantum chemistry calculation of 2 unconnected molecules or ions with the total composition C12H14BO10 in a non-equilibrium geometry, from the Open Molecules 2025 dataset.

Each atom is followed by the atoms it is bonded to, with distances in Å.
Element x y z (Å)
1 C 0.0766 -1.2967 2.8732  C2 1.630, H11 1.157, H12 1.143, H13 1.146
2 C -0.3476 0.0582 2.0733  C1 1.630, C3 1.612, C4 1.604, H14 1.158
3 C -0.3442 -0.1413 0.4739  C2 1.612, H15 1.155, H16 1.143, H17 1.155
4 C -1.6778 0.7481 2.6445  C2 1.604, C5 1.605, H18 1.159, H19 1.153
5 C -3.0533 0.0207 2.2514  C4 1.605, C6 1.616, C9 1.600, H20 1.162
6 C -3.8158 0.4386 0.8897  C5 1.616, C7 1.633, H21 1.139, H22 1.142
7 C -4.7028 -0.9241 0.7377  C6 1.633, O8 1.463, H23 1.146, H24 1.147
8 O -3.7914 -1.9833 1.1724  C7 1.463, C9 1.451
9 C -3.2169 -1.5597 2.4360  C5 1.600, O8 1.451, O10 1.253
10 O -2.9170 -2.3000 3.4010  C9 1.253
11 H 1.1784 -1.5009 2.5843  C1 1.157
12 H -0.5200 -2.1983 2.5037  C1 1.143
13 H 0.0485 -1.1550 4.0096  C1 1.146
14 H 0.5164 0.7981 2.2917  C2 1.158
15 H -0.7911 0.7660 -0.0843  C3 1.155
16 H -0.7998 -1.1324 0.1334  C3 1.143
17 H 0.7624 -0.1644 0.1432  C3 1.155
18 H -1.7111 1.8109 2.1845  C4 1.159
19 H -1.6098 0.9226 3.7825  C4 1.153
20 H -3.7815 0.4536 3.0474  C5 1.162
21 H -3.0137 0.4605 0.0807  C6 1.139
22 H -4.5110 1.3353 1.0189  C6 1.142
23 H -5.5380 -0.9412 1.5218  C7 1.146
24 H -5.0854 -0.9630 -0.3427  C7 1.147
25 B 3.7426 0.6492 -3.2169  O26 1.473, O31 1.473, O32 1.473, O37 1.473
26 O 2.3100 0.9812 -3.3069  B25 1.473, C27 1.333
27 C 1.8825 1.2165 -2.0668  O26 1.333, O28 1.208, C29 1.468
28 O 0.7475 1.5183 -1.7833  C27 1.208
29 C 2.9947 1.0523 -1.1234  C27 1.468, O30 1.208, O31 1.333
30 O 2.9381 1.1948 0.0751  C29 1.208
31 O 4.0994 0.7171 -1.7892  B25 1.473, C29 1.333
32 O 4.0077 -0.6923 -3.7635  B25 1.473, C33 1.334
33 C 4.8770 -0.5448 -4.7648  O32 1.334, O34 1.207, C35 1.467
34 O 5.3068 -1.4540 -5.4324  C33 1.207
35 C 5.2151 0.8749 -4.9166  C33 1.467, O36 1.207, O37 1.334
36 O 5.9729 1.3429 -5.7314  C35 1.207
37 O 4.5518 1.5917 -4.0076  B25 1.473, C35 1.334

M in g/mol: 329.0
E_LUMO in eV: 2.49
HOMO in eV: -7.3
Net charge: -1
HOMO-LUMO gap in eV: 9.835

No. 3
The following is a quantum chemistry calculation of 10 unconnected molecules or ions with the total composition C31H42O30 in a non-equilibrium geometry, from the Open Molecules 2025 dataset.

Each atom is followed by the atoms it is bonded to, with distances in Å.
Element x y z (Å)
1 C 5.8017 -4.2636 -1.5057  C2 1.466, H8 1.090, H9 1.090, H10 1.090
2 C 6.7845 -4.2041 -2.5914  C1 1.466, C3 1.576, O7 1.365, H11 1.090
3 C 8.1186 -3.3917 -2.3807  C2 1.576, O4 1.403, H12 1.090, H13 1.090
4 O 9.0037 -4.3326 -1.8341  C3 1.403, C5 1.316
5 C 8.6107 -5.5211 -2.2412  O4 1.316, O6 1.218, O7 1.367
6 O 9.2496 -6.5550 -2.1577  C5 1.218
7 O 7.3712 -5.4179 -2.8077  C2 1.365, C5 1.367
8 H 5.1762 -5.1515 -1.5976  C1 1.090
9 H 5.2315 -3.3429 -1.6288  C1 1.090
10 H 6.2733 -4.3364 -0.5257  C1 1.090
11 H 6.2542 -3.9117 -3.4977  C2 1.090
12 H 8.0531 -2.6289 -1.6049  C3 1.090
13 H 8.6444 -2.9856 -3.2448  C3 1.090
14 O -0.5085 4.9993 -6.8048  C15 1.281
15 C -0.4007 3.9863 -6.0288  O14 1.281, O16 1.327, O19 1.339
16 O -0.7737 2.7575 -6.3644  C15 1.327, C17 1.443
17 C -1.0180 1.9311 -5.2068  O16 1.443, C18 1.523, H20 1.090, H21 1.090
18 C -0.1332 2.6535 -4.1995  C17 1.523, O19 1.446, H22 1.090, H23 1.090
19 O 0.0412 3.9727 -4.7646  C15 1.339, C18 1.446
20 H -2.0316 1.7327 -4.8583  C17 1.090
21 H -0.5767 0.9549 -5.4079  C17 1.090
22 H 0.8702 2.2408 -4.0944  C18 1.090
23 H -0.3985 2.7938 -3.1516  C18 1.090
24 O 0.1138 4.1366 6.5270  C25 1.218
25 C 0.4208 5.2086 7.0182  O24 1.218, O26 1.333, O29 1.329
26 O 1.5079 5.4584 7.7486  C25 1.333, C27 1.400
27 C 1.7491 6.8371 7.7117  O26 1.400, C28 1.498, H30 1.090, H31 1.090
28 C 0.3762 7.4198 7.5709  C27 1.498, O29 1.456, H32 1.090, H33 1.090
29 O -0.2803 6.3274 6.8668  C25 1.329, C28 1.456
30 H 2.1569 7.2799 8.6204  C27 1.090
31 H 2.3808 7.2165 6.9086  C27 1.090
32 H 0.3050 8.3005 6.9327  C28 1.090
33 H -0.1503 7.6759 8.4903  C28 1.090
34 O -7.6391 0.1869 2.2746  C35 1.220
35 C -7.4256 0.9818 1.3746  O34 1.220, O36 1.323, O39 1.306
36 O -6.6306 2.0370 1.4420  C35 1.323, C37 1.411
37 C -6.4141 2.5462 0.1445  O36 1.411, C38 1.476, H40 1.090, H41 1.090
38 C -7.6405 2.0616 -0.5186  C37 1.476, O39 1.397, H42 1.090, H43 1.090
39 O -8.0078 0.9251 0.2068  C35 1.306, C38 1.397
40 H -6.2808 3.5965 -0.1148  C37 1.090
41 H -5.4776 2.1267 -0.2232  C37 1.090
42 H -7.2169 1.8914 -1.5084  C38 1.090
43 H -8.3839 2.8582 -0.5494  C38 1.090
44 O -1.1585 1.1584 1.6361  C45 1.222
45 C -0.9979 0.0308 1.1927  O44 1.222, O46 1.339, O49 1.324
46 O 0.0258 -0.3784 0.4331  C45 1.339, C47 1.440
47 C -0.0294 -1.8122 0.3106  O46 1.440, C48 1.462, H50 1.090, H51 1.090
48 C -1.3344 -2.1770 0.8592  C47 1.462, O49 1.429, H52 1.090, H53 1.090
49 O -1.7489 -0.9983 1.5528  C45 1.324, C48 1.429
50 H 0.1745 -2.1957 -0.6891  C47 1.090
51 H 0.7865 -2.1945 0.9239  C47 1.090
52 H -1.2687 -2.8244 1.7336  C48 1.090
53 H -2.1057 -2.5829 0.2046  C48 1.090
54 O -2.6219 -7.8498 -0.3317  C55 1.213
55 C -2.4458 -8.8998 -0.9140  O54 1.213, O56 1.278, O59 1.322
56 O -3.1840 -9.9340 -1.0498  C55 1.278, C57 1.313
57 C -2.7823 -10.7339 -2.0108  O56 1.313, C58 1.488, H60 1.090, H61 1.090
58 C -1.3286 -10.4210 -1.9564  C57 1.488, O59 1.406, H62 1.090, H63 1.090
59 O -1.3146 -9.0674 -1.5765  C55 1.322, C58 1.406
60 H -2.9733 -11.7831 -1.7853  C57 1.090
61 H -3.2014 -10.6024 -3.0084  C57 1.090
62 H -0.8115 -10.5616 -2.9056  C58 1.090
63 H -0.7892 -10.9685 -1.1834  C58 1.090
64 O 1.1542 -4.0520 5.6202  C65 1.230
65 C 1.7925 -3.0141 5.7914  O64 1.230, O66 1.301, O69 1.394
66 O 2.9016 -2.8176 5.1411  C65 1.301, C67 1.400
67 C 3.3857 -1.5222 5.3612  O66 1.400, C68 1.503, H70 1.090, H71 1.090
68 C 2.2413 -0.7206 5.9153  C67 1.503, O69 1.458, H72 1.090, H73 1.090
69 O 1.4495 -1.8279 6.4379  C65 1.394, C68 1.458
70 H 4.2176 -1.4342 6.0600  C67 1.090
71 H 3.7756 -1.1305 4.4217  C67 1.090
72 H 1.7170 -0.1881 5.1217  C68 1.090
73 H 2.5398 -0.0717 6.7385  C68 1.090
74 O -4.2079 -2.8921 -3.5176  C75 1.197
75 C -3.7731 -3.7928 -4.1751  O74 1.197, O76 1.302, O79 1.373
76 O -2.5080 -3.9682 -4.4286  C75 1.302, C77 1.418
77 C -2.3676 -5.1292 -5.2307  O76 1.418, C78 1.488, H80 1.090, H81 1.090
78 C -3.7048 -5.5087 -5.7611  C77 1.488, O79 1.433, H82 1.090, H83 1.090
79 O -4.5066 -4.7217 -4.8709  C75 1.373, C78 1.433
80 H -1.7505 -4.9651 -6.1141  C77 1.090
81 H -1.8776 -5.9003 -4.6363  C77 1.090
82 H -3.9704 -6.5640 -5.6992  C78 1.090
83 H -3.5947 -5.2148 -6.8050  C78 1.090
84 O 5.7283 2.2906 -0.3857  C85 1.239
85 C 4.7984 3.1005 -0.2681  O84 1.239, O86 1.339, O89 1.297
86 O 4.2904 3.9225 -1.1955  C85 1.339, C87 1.412
87 C 3.3792 4.8366 -0.6223  O86 1.412, C88 1.502, H90 1.090, H91 1.090
88 C 3.1481 4.2548 0.7428  C87 1.502, O89 1.446, H92 1.090, H93 1.090
89 O 4.3144 3.4126 0.8937  C85 1.297, C88 1.446
90 H 3.8545 5.8143 -0.5439  C87 1.090
91 H 2.4330 5.0193 -1.1316  C87 1.090
92 H 2.2628 3.6201 0.7807  C88 1.090
93 H 3.0356 5.0123 1.5184  C88 1.090
94 O -2.3864 8.7623 -2.0898  C95 1.198
95 C -2.6938 8.4731 -0.9682  O94 1.198, O96 1.307, O99 1.303
96 O -2.9444 9.3769 -0.0584  C95 1.307, C97 1.398
97 C -3.1175 8.8059 1.2054  O96 1.398, C98 1.499, H100 1.090, H101 1.090
98 C -2.6670 7.3946 0.9744  C97 1.499, O99 1.463, H102 1.090, H103 1.090
99 O -2.5916 7.2690 -0.4810  C95 1.303, C98 1.463
100 H -2.6236 9.3128 2.0344  C97 1.090
101 H -4.1473 8.6535 1.5284  C97 1.090
102 H -3.3214 6.7522 1.5637  C98 1.090
103 H -1.6620 7.0962 1.2727  C98 1.090

M in g/mol: 894.6
E_LUMO in eV: -0.23
Structure (SMILES): C[C@H]1COC(=O)O1.O=C1OCCO1.O=C1OCCO1.O=C1OCCO1.O=C1OCCO1.O=C1OCCO1.O=C1OCCO1.O=C1OCCO1.O=C1OCCO1.O=C1OCCO1
HOMO in eV: -10.6
HOMO-LUMO gap in eV: 10.354
ΔE to the lowest compared entry with this formula, charge and spin in kcal/mol: 64.0

No. 4
The following is a quantum chemistry calculation of C4H7NO in the gas phase in a non-equilibrium geometry, from the Open Molecules 2025 dataset.

Each atom is followed by the atoms it is bonded to, with distances in Å.
Element x y z (Å)
1 C 0.8890 -1.2354 1.3153  C2 1.512, H7 1.092, H8 1.090, H9 1.091
2 C -0.1314 -0.5787 0.4131  C1 1.512, O3 1.420, H10 1.101, H11 1.100
3 O 0.2062 0.7915 0.2525  C2 1.420, C4 1.395
4 C -0.6291 1.4313 -0.6636  O3 1.395, C5 1.482, H12 1.093, H13 1.101
5 C -0.2812 1.0786 -2.0607  C4 1.482, N6 1.156
6 N 0.0177 0.7690 -3.1336  C5 1.156
7 H 0.5551 -2.2430 1.5701  C1 1.092
8 H 1.8563 -1.3108 0.8177  C1 1.090
9 H 1.0147 -0.6651 2.2367  C1 1.091
10 H -1.1415 -0.6438 0.8466  C2 1.101
11 H -0.1520 -1.0759 -0.5684  C2 1.100
12 H -0.5175 2.5097 -0.5261  C4 1.093
13 H -1.6861 1.1725 -0.4996  C4 1.101

M in g/mol: 85.1
E_LUMO in eV: 0.89
Structure (SMILES): CCOCC#N
HOMO in eV: -10.8
HOMO-LUMO gap in eV: 11.719
ΔE to the lowest compared entry with this formula, charge and spin in kcal/mol: 34.9

- Which value of E_LUMO does entry 3 give?
  -0.23 eV

- The highest E_LUMO belongs to which entry?
  C12H14BO10

- Which of these has the highest E_LUMO?
  C12H14BO10

- Which value of HOMO does entry 1 give?
  -9.3 eV